{
  "formula": "C55H68BClFN4O14P2S",
  "method": "wB97M-V/def2-TZVPD",
  "elements": ["C", "C", "C", "C", "C", "C", "C", "C", "C", "N", "C", "O", "C", "B", "O", "N", "C", "C", "N", "P", "O", "C", "N", "C", "S", "C", "C", "C", "C", "C", "C", "F", "C", "C", "C", "Cl", "P", "C", "O", "H", "H", "H", "H", "H", "H", "H", "H", "H", "H", "H", "H", "H", "H", "H", "H", "H", "H", "H", "H", "H", "H", "H", "H", "H", "H", "H", "H", "H", "H", "H", "H", "H", "H", "H", "H", "H", "H", "H", "H", "H", "H", "H", "H", "H", "H", "H", "H", "C", "C", "C", "O", "C", "C", "C", "O", "H", "H", "H", "H", "C", "C", "C", "O", "C", "C", "C", "O", "H", "H", "H", "H", "C", "C", "C", "O", "C", "C", "C", "O", "H", "H", "H", "H", "C", "C", "C", "O", "C", "C", "C", "O", "H", "H", "H", "H", "C", "C", "C", "O", "C", "C", "C", "O", "H", "H", "H", "H"],
  "coordinates": [[2.976, -0.023, -0.083], [1.669, -0.090, 0.720], [0.837, 1.235, 0.818], [1.281, 2.398, -0.071], [1.062, 2.188, -1.583], [-0.371, 2.467, -2.055], [-1.425, 1.411, -1.697], [-0.980, -0.062, -2.043], [-2.085, -0.950, -2.575], [-2.686, -0.339, -3.797], [-1.956, 0.319, -4.529], [-1.222, 0.961, -5.186], [-3.360, -0.947, -1.653], [-4.629, -0.246, -2.363], [-5.431, -0.836, -3.334], [-4.931, 1.139, -1.988], [-5.172, 1.967, -3.182], [-6.047, 1.202, -1.035], [-3.601, -2.222, -0.871], [-5.034, -3.243, -1.259], [-5.036, -4.480, -0.485], [-2.343, -2.987, -0.524], [-1.658, -2.022, 0.406], [-1.636, -2.343, 1.580], [-1.669, -2.676, 3.084], [-1.465, -3.456, -1.720], [0.017, -3.370, -1.223], [1.175, -4.153, -1.852], [2.401, -3.765, -0.935], [1.249, -5.690, -1.906], [-1.812, -4.935, -1.945], [-3.093, -5.140, -2.488], [-1.725, -5.982, -0.820], [-1.107, -5.755, 0.566], [-1.655, -2.467, -2.920], [-3.088, -2.975, -4.002], [-0.398, -2.532, -4.366], [1.178, -1.637, -3.945], [0.029, -4.121, -4.543], [3.619, -0.829, 0.282], [3.539, 0.895, 0.058], [2.809, -0.257, -1.135], [1.006, -0.877, 0.351], [1.942, -0.373, 1.733], [0.933, 1.576, 1.852], [-0.216, 0.990, 0.676], [2.326, 2.666, 0.063], [0.702, 3.271, 0.247], [1.692, 2.938, -2.068], [1.436, 1.228, -1.936], [-0.682, 3.389, -1.552], [-0.432, 2.700, -3.119], [-2.341, 1.593, -2.266], [-1.735, 1.425, -0.652], [-0.526, -0.416, -1.118], [-0.137, 0.092, -2.717], [-3.089, -0.235, -0.872], [-6.343, -0.947, -3.042], [-4.724, 1.543, -4.078], [-6.246, 2.093, -3.345], [-4.699, 2.943, -3.052], [-6.159, 2.241, -0.723], [-6.997, 0.860, -1.468], [-5.760, 0.645, -0.138], [-3.895, -1.906, 0.059], [-6.103, -2.420, -0.814], [-5.216, -3.458, -2.626], [-2.714, -3.781, 0.123], [0.113, -3.515, -0.151], [0.278, -2.316, -1.331], [1.551, -3.836, -2.819], [2.314, -2.748, -0.560], [2.472, -4.479, -0.113], [3.315, -3.907, -1.511], [2.293, -5.938, -2.106], [0.986, -6.232, -1.003], [0.726, -6.056, -2.792], [-1.177, -5.267, -2.764], [-1.204, -6.844, -1.233], [-2.715, -6.391, -0.621], [-1.682, -5.124, 1.244], [-0.066, -5.442, 0.611], [-1.120, -6.728, 1.063], [1.133, -0.716, -4.527], [2.043, -2.179, -4.327], [1.308, -1.350, -2.902], [0.075, -4.317, -5.485], [5.053, -3.035, 4.585], [4.468, -3.066, 3.390], [3.009, -2.844, 3.243], [2.473, -2.876, 2.153], [2.228, -2.584, 4.473], [2.808, -2.554, 5.668], [4.268, -2.775, 5.819], [4.798, -2.744, 6.907], [6.116, -3.195, 4.714], [5.021, -3.254, 2.478], [1.165, -2.423, 4.343], [2.252, -2.366, 6.573], [1.942, 1.364, -8.192], [1.531, 1.518, -6.936], [2.489, 1.542, -5.809], [2.088, 1.674, -4.666], [3.929, 1.394, -6.122], [4.346, 1.243, -7.377], [3.385, 1.216, -8.512], [3.764, 1.079, -9.653], [1.256, 1.341, -9.030], [0.489, 1.630, -6.673], [4.611, 1.415, -5.282], [5.392, 1.132, -7.631], [1.456, 4.131, 5.347], [2.128, 3.520, 4.377], [2.702, 4.284, 3.242], [3.313, 3.725, 2.353], [2.499, 5.749, 3.229], [1.824, 6.367, 4.196], [1.253, 5.604, 5.334], [0.641, 6.157, 6.221], [1.029, 3.594, 6.185], [2.288, 2.448, 4.367], [2.925, 6.283, 2.393], [1.665, 7.432, 4.206], [1.435, 7.782, -0.186], [0.940, 7.813, -1.421], [-0.519, 7.952, -1.662], [-0.971, 7.977, -2.785], [-1.401, 8.058, -0.473], [-0.905, 8.027, 0.761], [0.551, 7.888, 1.000], [1.003, 7.858, 2.127], [2.495, 7.680, 0.010], [1.568, 7.738, -2.299], [-2.461, 8.160, -0.669], [-1.533, 8.102, 1.640], [-1.343, -0.651, 8.383], [-1.700, -0.392, 9.638], [-0.692, -0.322, 10.727], [-1.017, -0.089, 11.868], [0.728, -0.551, 10.359], [1.083, -0.809, 9.103], [0.075, -0.878, 8.019], [0.401, -1.113, 6.870], [-2.062, -0.706, 7.576], [-2.731, -0.223, 9.924], [1.448, -0.495, 11.165], [2.114, -0.979, 8.817]],
  "lowdin_charge": [-0.089, -0.224, -0.178, -0.198, -0.195, -0.173, -0.153, -0.124, -0.370, 0.101, -0.270, 0.197, -0.094, -0.632, 0.106, -0.130, -0.059, -0.067, -0.086, 0.795, -0.344, -0.186, 0.094, -0.768, 0.874, -0.285, -0.110, -0.365, -0.055, -0.067, -0.271, -0.102, -0.144, -0.083, -0.564, 0.755, 0.917, -0.232, -0.298, 0.064, 0.077, 0.056, 0.063, 0.083, 0.095, 0.079, 0.090, 0.110, 0.112, 0.079, 0.111, 0.105, 0.094, 0.103, 0.088, 0.088, 0.132, 0.111, 0.079, 0.093, 0.094, 0.096, 0.092, 0.087, 0.155, 0.056, 0.020, 0.121, 0.105, 0.083, 0.081, 0.048, 0.077, 0.088, 0.089, 0.069, 0.072, 0.117, 0.111, 0.121, 0.044, 0.063, 0.092, 0.010, 0.059, 0.023, 0.068, 0.029, 0.025, -0.374, 0.071, 0.023, 0.028, -0.375, 0.116, 0.125, 0.123, 0.086, 0.090, 0.032, 0.018, -0.381, 0.081, 0.022, 0.029, -0.382, 0.121, 0.125, 0.097, 0.123, 0.125, 0.021, 0.013, -0.382, 0.089, 0.013, 0.018, -0.375, 0.113, 0.119, 0.117, 0.111, 0.110, 0.027, 0.026, -0.386, 0.113, 0.023, 0.027, -0.357, 0.076, 0.122, 0.124, 0.123, 0.124, 0.018, 0.029, -0.380, 0.126, 0.033, 0.024, -0.373, 0.073, 0.119, 0.125, 0.128, 0.121],
  "orbital_gap_ev": 7.77,
  "homo_ha": -0.4015,
  "lumo_ev": -3.2,
  "total_energy_ha": -5074.334862,
  "charge": 1
}